DFT (ωB97M-V with the def2-TZVPD basis set) results for a cluster of 2 separate species, C5H8ClFO in total at a distorted geometry.

Calculated values
LUMO (spin up / spin down): 0.53 / 0.43 eV
net charge: 0

Positions of all 16 atoms, in Å:
C -0.857 -0.308 0.568
C -2.099 1.586 -0.328
C 2.507 -1.438 0.550
C -1.705 0.120 -0.546
C 1.691 -0.344 -0.049
O -1.010 -0.571 1.702
F 1.512 -0.502 -1.401
Cl 2.224 1.282 0.286
H -2.437 1.747 0.694
H -2.907 1.842 -1.008
H -1.256 2.244 -0.522
H 2.473 -1.382 1.634
H 3.553 -1.366 0.226
H 2.111 -2.397 0.219
H -2.605 -0.507 -0.526
H -1.195 -0.006 -1.499